Entry 1:
7 unconnected molecules or ions with the total composition C35H34BF49O8 at a distorted geometry, computed with ωB97M-V/def2-TZVPD.

Summary:
structure (SMILES)	FC(F)C(F)(F)COC(F)(F)C(F)F.FC(F)C(F)(F)COC(F)(F)C(F)F.FC(F)C(F)(F)COC(F)(F)C(F)F.FC(F)C(F)(F)COC(F)(F)C(F)F.FC(F)C(F)(F)COC(F)(F)C(F)F.FC(F)C(F)(F)COC(F)(F)C(F)F.O=C(O)CCBCCF
LUMO energy	0.126	eV
frontier orbital gap	0.3963	Ha

Geometry as ORCA input:
```
! wB97M-V def2-TZVPD RIJCOSX def2/J DEFGRID3
* xyz 0 1
C 3.665 -7.430 1.010
C -5.083 -0.715 7.130
H -3.235 2.765 4.134
H 2.867 5.055 -4.328
F 4.097 -9.003 -0.663
F -3.645 -1.351 -2.262
F -1.676 -3.667 -0.249
F 5.395 -3.620 6.549
H 2.421 6.552 -3.585
H 3.014 -8.155 1.504
C -0.970 -1.219 1.403
F -1.610 -4.934 1.508
F -0.179 6.277 -4.513
C -9.249 2.037 -2.438
H 7.112 -4.409 2.542
C 3.746 -7.714 -0.492
F 0.427 3.775 -5.779
C 1.238 6.248 -7.713
C 0.349 3.963 -4.447
H 1.506 -6.798 -2.661
C -3.542 -1.085 -0.938
H -4.507 4.110 -2.944
H -0.044 -3.899 0.859
F 7.372 -2.878 4.840
H -0.032 -1.278 0.851
C 5.964 -0.278 2.965
H -5.784 -1.538 6.966
C -2.134 -0.579 -0.619
F 1.354 -5.217 -0.384
C -4.439 0.979 3.876
H 3.201 -6.486 -2.789
F -3.821 -2.225 -0.274
H 0.991 3.233 -3.949
F 1.011 1.482 1.323
C 0.717 5.388 -4.029
C 6.339 -3.733 2.903
F -5.173 3.174 4.363
C 4.912 1.673 -0.971
C -5.210 3.276 -3.080
C 5.137 -3.585 5.219
F 3.185 -6.194 1.258
O -3.794 2.370 -1.273
H 0.835 0.712 -1.147
C 3.234 -4.140 -1.357
F 6.194 -0.558 4.260
C -1.124 -3.785 0.971
H -3.002 -1.834 4.644
F 4.913 0.578 2.916
F 2.634 4.666 -6.581
H 3.720 -3.936 -2.315
O 4.432 1.597 0.327
F 4.153 -4.610 -0.494
H -8.388 1.351 -2.394
H 4.430 -4.387 4.992
C -4.141 2.320 4.550
F 2.788 -2.957 -0.852
C -3.787 -1.122 4.895
C 6.441 -3.771 4.439
C -1.443 -2.604 1.888
H 1.198 7.304 -7.989
F 6.928 -5.000 4.767
F 1.353 5.507 -8.840
O -1.921 -0.385 0.736
C 2.422 5.979 -6.783
C -8.999 3.353 -1.648
F 5.383 3.130 -2.778
F 3.540 6.459 -7.367
F -4.879 -0.600 8.467
C -6.706 3.733 -3.075
F -4.457 1.169 2.542
F 5.562 -1.201 0.853
C -4.904 2.167 -2.081
H -6.754 4.784 -3.421
H -9.445 2.229 -3.504
F -1.159 -1.366 -1.119
H 3.081 0.023 0.053
F 1.996 2.070 -2.025
F -0.936 3.696 -4.090
F -5.649 0.490 4.206
C 1.911 1.856 0.365
F -3.971 2.180 5.879
F -2.762 -2.543 2.169
F 4.690 -6.979 -1.108
F 6.155 1.148 -0.950
F -1.969 0.634 -1.208
H 5.737 3.679 -0.893
F 4.898 -7.501 1.565
C 2.051 -5.096 -1.537
H -9.570 4.160 -2.131
F 1.207 -4.518 -2.433
O 6.636 -2.499 2.251
F -10.381 1.406 -1.921
F 3.822 3.752 -1.397
F 0.139 2.564 -1.029
F 0.068 5.919 -7.134
H -7.219 3.142 -3.852
F 4.449 -2.072 2.484
F -0.813 -2.839 3.075
C 3.165 0.985 0.563
F 4.549 -2.399 4.964
O 2.301 6.638 -5.569
H -4.290 -0.338 -0.668
H 5.402 -4.160 2.544
F 4.183 0.886 -1.784
C 5.642 -1.540 2.158
C 1.204 1.730 -0.987
H -3.051 2.114 -1.835
C -3.750 -0.987 6.430
H 6.848 0.224 2.566
H -9.274 3.178 -0.598
C 5.007 3.115 -1.477
C 2.138 5.865 -4.382
O 2.522 -7.552 -1.127
C 2.376 -6.501 -2.077
H -0.728 -0.663 2.309
O -3.456 0.031 4.124
F -5.657 0.433 6.723
H -6.896 3.899 -0.616
F 0.612 5.443 -2.673
F 2.217 3.144 0.628
H 3.190 0.736 1.621
B -7.422 3.679 -1.658
O -5.511 1.183 -1.987
H -5.012 2.849 -4.081
H -4.709 -1.588 4.545
F -2.832 -0.054 6.766
F -3.281 -2.172 6.914
*
```

Atomic partial charges in e from the Mulliken method, atoms 1 to 5: 0.19 0.12 0.25 0.44 -0.30

Entry 2:
A molecular structure, C35H34BN6O2P2Ti at a distorted geometry, computed with ωB97M-V/def2-TZVPD.

Summary:
LUMO energy (spin up / spin down)	2.272 / 2.272	eV
⟨S²⟩	2.017
frontier orbital gap (spin up / spin down)	0.1913 / 0.2817	Ha

Geometry as ORCA input:
```
! wB97M-V def2-TZVPD RIJCOSX def2/J DEFGRID3
* xyz -1 3
H -2.682 -3.684 0.557
H -2.598 4.162 -0.876
H -3.499 -1.879 0.155
H -0.290 4.968 4.495
H -5.244 0.904 -4.013
C 1.094 -3.460 -0.504
Ti 0.629 -0.451 0.433
H -1.952 -2.545 -0.923
P -1.826 1.421 0.289
H -4.459 6.977 0.570
C -5.143 1.413 -1.937
H 3.735 -4.414 -3.293
N 1.100 -2.128 -0.868
H 1.925 3.166 0.495
C -7.220 3.174 -2.465
H -4.391 2.926 3.386
C -1.164 2.163 2.806
C -4.128 6.192 2.541
C -4.690 3.691 1.399
C -0.801 4.876 2.409
H -3.795 0.091 0.364
H -7.141 3.654 -0.383
C -2.008 2.166 -1.380
H 1.021 3.375 -1.009
C -5.644 2.197 -0.901
H 2.572 2.495 -1.039
C -4.109 5.045 3.327
H -1.265 1.095 2.966
H -3.405 0.781 1.872
C -2.389 3.471 -1.672
B -2.482 -2.550 0.163
C 0.963 1.414 -0.220
C -1.467 -1.845 1.174
H -3.870 5.109 4.382
C -6.709 3.060 -1.182
H 3.664 -2.723 -3.800
C 2.008 -2.007 -1.814
H -0.612 2.532 4.839
C -2.349 3.004 -4.032
P -5.125 1.994 0.840
N -0.741 -1.265 1.872
H -4.341 0.709 -1.753
C -3.550 1.052 0.822
H -3.910 7.158 2.978
C -4.716 4.849 0.628
H -7.088 2.487 -4.499
C -0.784 2.974 3.866
C -1.194 4.063 1.350
H -1.320 4.518 0.378
C -1.391 2.698 1.534
H -1.507 0.263 -2.234
H 2.327 -5.156 -1.242
C 3.741 -3.385 -2.941
C -1.799 1.287 -2.440
H 2.292 -1.079 -2.283
N 3.216 -1.692 1.348
H -2.481 3.327 -5.057
C -4.437 6.090 1.192
C 2.012 -4.127 -1.241
C 5.097 -2.202 0.047
C -2.560 3.891 -2.986
O 2.056 -0.918 1.382
C 4.086 -1.247 0.391
H -2.864 4.911 -3.189
C -0.601 4.337 3.671
C 4.083 -0.020 -0.318
C -4.401 3.814 2.761
N 2.592 -3.183 -2.068
N 5.910 -2.972 -0.244
N 4.062 0.986 -0.899
H -1.808 0.991 -4.559
C -6.692 2.403 -3.495
H -8.037 3.858 -2.659
C -5.661 1.516 -3.223
C -1.973 1.697 -3.755
H 4.665 -3.188 -2.398
O 0.991 0.563 -1.162
H -0.651 5.935 2.237
H -4.960 4.787 -0.425
H 0.443 -3.831 0.268
C 1.672 2.689 -0.450
*
```

Atomic partial charges in e from the Mulliken method, atoms 1 to 5: -0.20 0.01 -0.27 0.37 0.42

Entry 3:
A molecular structure, C35H34BaClNOSi2 at a distorted geometry, computed with ωB97M-V/def2-TZVPD.

Summary:
LUMO energy (spin up / spin down)	-0.749 / -0.759	eV
frontier orbital gap (spin up / spin down)	0.2025 / 0.1875	Ha

Geometry as ORCA input:
```
! wB97M-V def2-TZVPD RIJCOSX def2/J DEFGRID3
* xyz 0 1
C 1.216 6.433 -4.562
C -4.688 6.494 -3.873
Si -1.676 3.778 -3.019
C -3.241 0.586 -4.769
C 1.802 2.346 0.992
H -0.539 1.756 -6.548
C 1.757 0.932 1.106
H -5.902 2.716 -0.985
H 2.701 2.959 1.076
Cl -3.819 -1.374 -1.965
C -5.610 4.344 -4.423
C 0.403 0.524 1.020
C -2.388 0.866 -5.861
C 0.466 2.818 0.859
H -0.926 -0.413 -3.284
C -5.037 4.626 -0.459
H -4.273 2.703 -4.360
H -2.584 6.536 -3.413
C -0.985 5.037 -5.532
O -0.147 -0.510 -2.704
C -5.783 5.718 -4.262
H 1.383 7.275 -6.554
C -3.440 5.904 -3.660
H 0.800 5.462 -2.658
H 0.141 2.585 -4.344
C 1.040 -2.026 -1.278
C 3.184 -1.370 -0.764
H 2.604 0.276 1.317
C 1.265 -3.310 -0.742
H -1.077 -1.615 -1.195
H -2.659 0.510 -6.855
H -3.132 0.728 -0.714
C -4.356 3.773 -4.194
C 0.503 5.588 -3.701
C -2.663 4.907 -0.732
H -6.753 6.184 -4.452
C -0.792 1.985 -4.433
H -1.358 1.489 -2.299
C -0.274 -1.737 -1.934
C 3.495 -2.624 -0.225
C -3.277 4.513 -3.733
C 2.505 -3.603 -0.182
H -1.703 2.979 -0.654
Ba 0.879 1.895 -1.984
H 2.083 6.965 -4.177
H -4.133 -0.037 -4.931
H 2.693 -4.585 0.233
C -0.402 1.688 0.890
H 0.432 -4.014 -0.797
H -1.830 4.481 -5.937
H -5.413 0.635 -1.938
H -1.775 5.531 -0.706
C -3.786 2.731 -1.306
H 3.951 -0.585 -0.811
H -1.494 1.698 0.897
H 4.497 -2.799 0.161
H -6.434 3.700 -4.729
C -3.009 1.124 -3.524
C -4.969 3.298 -0.922
C -1.185 1.546 -5.690
H -4.793 7.570 -3.734
H -3.975 6.426 0.059
C -0.283 5.911 -6.376
C -1.716 1.849 -3.305
Si -4.001 0.807 -1.929
H -0.531 -2.574 -2.603
H 0.020 -0.494 1.139
H -6.007 5.044 -0.206
H -0.616 6.037 -7.409
C -2.511 3.521 -1.178
C -3.887 5.407 -0.331
C -0.619 4.897 -4.179
C 0.829 6.607 -5.896
N 1.965 -1.045 -1.242
H 0.153 3.860 0.786
*
```

Atomic partial charges in e from the Mulliken method, atoms 1 to 5: -0.64 -0.59 -1.29 0.17 -1.19

Entry 4:
A molecular structure, C35H34Cl5N3O2Tl, computed with ωB97M-V/def2-TZVPD.

Summary:
LUMO energy	2.152	eV
frontier orbital gap	0.1980	Ha

Geometry as ORCA input:
```
! wB97M-V def2-TZVPD RIJCOSX def2/J DEFGRID3
* xyz -1 1
N 1.086 1.601 -2.612
H 6.560 -1.427 2.670
C 1.235 2.502 0.691
C -4.914 5.426 -0.004
H -0.673 5.142 -0.413
C -2.980 3.850 -0.121
H -2.910 0.539 -0.791
H 0.904 5.110 0.374
Cl -2.213 -0.331 -6.131
C -0.496 -6.317 2.800
C -0.120 3.198 0.512
C -0.647 3.439 1.937
H -2.390 4.711 0.148
H 0.063 4.048 2.504
C -0.433 -2.234 -2.471
H -1.236 -3.219 1.637
C -1.229 -5.262 2.267
C 0.837 -6.096 3.118
H 1.720 2.295 -0.264
C -0.534 -2.971 -3.650
H -4.840 5.694 1.053
H 4.847 0.199 3.445
C -5.506 0.553 -1.134
C 4.543 -0.731 2.978
O 4.149 0.223 -1.619
C 5.084 -2.817 1.943
Cl 0.035 -4.597 -3.726
H 2.462 -4.720 3.183
H 0.772 1.548 -3.568
H 1.427 -6.894 3.556
H -6.251 3.157 -0.714
H 1.141 1.574 1.257
C -1.095 -2.384 -4.780
Cl 0.292 -2.981 -1.089
C 3.732 -3.092 1.793
C -3.275 1.551 -0.637
H 1.904 3.160 1.252
H -5.650 -0.095 -0.266
C 5.505 -1.638 2.546
Cl -1.228 -3.279 -6.247
H -0.750 2.470 2.431
C 4.628 -0.807 -0.731
C 0.713 -3.791 2.333
H -4.372 6.186 -0.571
C -0.877 -0.918 -2.379
Tl -0.511 0.100 -0.396
H -1.614 3.937 1.958
H -6.490 0.877 -1.477
Cl -1.941 1.300 -3.518
C 1.306 -2.471 2.107
H -2.276 -5.401 2.022
H 0.768 2.447 -2.152
C 2.818 0.350 -1.631
C 0.196 4.521 -0.216
C -4.348 4.050 -0.253
H 4.275 -0.635 0.283
C -1.539 -1.067 -4.722
C 0.496 -1.409 1.828
C -5.184 2.998 -0.600
C 3.194 -1.007 2.828
C -2.368 2.591 -0.326
C 1.429 -4.862 2.895
H 5.815 -3.530 1.579
C 2.747 -2.204 2.249
H -0.955 -7.282 2.971
C -4.635 1.733 -0.788
H 3.427 -4.009 1.302
H -5.053 -0.051 -1.923
H 3.143 1.967 -2.841
C -0.277 -0.423 1.663
N 2.438 1.341 -2.485
H 0.665 4.312 -1.182
H 2.451 -0.296 3.170
H 5.711 -0.748 -0.778
C -1.419 -0.356 -3.527
N -1.020 2.323 -0.269
H -5.965 5.477 -0.289
H 4.279 -1.782 -1.065
O 2.067 -0.333 -0.970
C -0.644 -4.030 2.042
*
```

Atomic partial charges in e from the Mulliken method, atoms 1 to 5: 0.06 0.37 -2.30 -1.62 0.27